Below is a 10-piece molecular cluster, C24H72N4O10 overall in a non-equilibrium geometry, with properties calculated with wB97M-V/def2-TZVPD.

- energy relative to the best compared isomer or geometry (same formula, charge and spin) (eV) = 1.2070
- SMILES = COC[C@H](C)N.COC[C@H](C)N.COC[C@H](C)N.COC[C@H](C)N.CC(C)O.CO.CO.CO.CO.CO
- HOMO-LUMO gap (eV) = 9.373
- spin multiplicity = 1
- E_LUMO (eV) = 0.302
- highest occupied orbital energy (eV) = -9.07
- molecular weight (g mol⁻¹) = 576.86

Structure (XYZ):
```
110
Properties=species:S:1:pos:R:3:forces:R:3
C 3.90552 3.02549 -4.04557 0.1 0.4 -1.6
C 3.30351 1.90459 -3.25527 -1.8 0.8 1.3
C 3.35745 2.20792 -1.74397 1.7 -0.9 -0.1
O 1.89014 1.92218 -3.58037 0.1 -0.2 -0.6
H 3.38333 3.96830 -3.87107 0.0 -0.1 0.4
H 3.74945 2.85363 -5.11661 -0.1 -0.2 0.1
H 4.97682 3.20799 -3.96444 0.0 -0.3 0.5
H 3.67511 0.91238 -3.51066 0.5 0.1 0.1
H 2.68389 2.99149 -1.41079 -0.1 0.1 -0.4
H 4.39385 2.49442 -1.52519 -0.1 0.3 0.2
H 3.20950 1.30054 -1.15594 -0.5 0.1 -0.1
H 1.50630 1.09750 -3.26306 0.1 0.1 0.2
C 2.43114 4.81722 1.28286 -0.1 -1.0 -0.1
C 2.22735 3.70782 2.33305 -0.4 0.3 -0.3
C 3.54929 3.07579 2.79571 -0.5 0.3 -1.5
O 4.38339 4.07023 3.34571 -0.1 -0.4 0.9
C 5.49801 3.50250 4.01947 0.4 0.1 -0.6
N 1.44823 4.15441 3.48642 0.5 0.5 0.6
H 3.06909 4.38346 0.50847 0.4 0.5 0.0
H 2.80933 5.73287 1.73234 0.3 0.0 -0.2
H 1.49337 5.01782 0.75970 -0.1 0.2 0.3
H 1.60311 2.94651 1.84956 0.5 -0.3 -0.1
H 4.04921 2.68914 1.89630 -0.1 -0.3 0.0
H 3.35214 2.22464 3.45399 0.1 0.2 0.4
H 5.29694 2.47741 4.33414 -0.1 0.1 0.4
H 5.79348 4.14547 4.84537 -0.2 -0.1 0.2
H 6.36442 3.43614 3.35140 0.0 0.1 -0.2
H 0.91730 4.98137 3.22955 -0.2 -0.2 -0.1
H 2.13250 4.52694 4.14670 -0.2 -0.1 0.1
C -1.19866 -1.50529 -2.08746 -0.4 0.7 -0.3
C -0.19963 -0.33094 -2.07609 0.4 -1.2 -0.3
C -0.79498 1.02320 -1.72163 -0.1 0.7 0.1
O -1.70250 1.04586 -0.63710 -0.5 0.1 0.5
C -1.10793 0.96195 0.64085 0.7 -0.3 -0.7
N 1.00850 -0.68828 -1.30262 -0.4 1.5 -0.3
H -0.65105 -2.44397 -2.15028 0.0 0.0 0.0
H -1.86205 -1.44106 -2.95270 0.0 0.0 0.0
H -1.86394 -1.52429 -1.22280 0.3 0.0 0.1
H 0.21794 -0.26592 -3.08870 -0.5 0.2 -0.3
H -1.39452 1.46500 -2.51961 0.1 -0.5 -0.3
H 0.01270 1.74942 -1.55701 0.1 -0.1 0.2
H -0.66302 -0.03545 0.72576 -0.3 0.4 0.3
H -1.83116 1.10945 1.43957 -0.3 0.0 -0.2
H -0.31592 1.71376 0.74402 0.0 0.0 0.1
H 1.29686 -1.61726 -1.57230 0.0 -0.1 0.7
H 0.81638 -0.59963 -0.31610 0.3 -0.6 -0.1
C -5.19085 0.47518 -0.24299 -0.1 -0.8 0.8
C -6.01525 0.61497 1.03144 -1.0 1.4 -0.5
C -7.38462 -0.10531 1.07055 1.4 0.3 0.5
O -8.23852 0.39694 0.08336 0.3 -1.0 -0.6
C -9.40687 -0.39088 -0.03034 -1.2 0.6 1.3
N -5.31291 0.24021 2.26218 0.0 0.0 0.1
H -5.63047 1.07819 -1.03317 -0.1 -0.3 -0.1
H -5.13544 -0.58780 -0.49105 0.2 0.1 -0.4
H -4.19169 0.86592 -0.04683 0.1 -0.1 -0.2
H -6.28289 1.68155 0.97381 0.0 0.1 0.7
H -7.81197 0.08290 2.06625 -0.1 -0.1 0.0
H -7.16517 -1.17858 1.01568 -0.4 -0.1 -0.4
H -9.35221 -1.41636 0.34734 0.8 -0.2 -0.6
H -9.84080 -0.33128 -1.02354 0.3 -0.1 -0.1
H -10.14234 0.00402 0.69050 -0.2 0.3 -0.3
H -5.92067 0.49827 3.03475 0.0 -0.3 0.1
H -4.48505 0.80323 2.42812 0.1 0.0 -0.4
C 1.46481 -1.00620 1.90330 0.1 -0.4 1.7
C 1.57304 -2.22088 2.83687 -1.0 0.1 0.5
C 2.99504 -2.69567 3.09724 -1.0 -0.2 0.2
O 3.44211 -3.18180 1.85829 0.0 -0.9 -0.5
C 4.79057 -3.57291 1.69105 0.7 1.6 0.4
N 0.86949 -2.00708 4.10985 0.3 0.2 0.6
H 2.07843 -1.15802 1.02005 -0.3 0.3 -0.2
H 1.76695 -0.14046 2.50526 0.5 0.1 -0.3
H 0.39711 -0.80897 1.78680 0.4 -0.4 -0.6
H 0.97276 -3.05454 2.46103 0.6 -0.1 -0.7
H 2.90899 -3.47875 3.85875 0.3 -0.2 -0.1
H 3.58543 -1.87641 3.52739 0.3 0.0 -0.4
H 5.23823 -4.29143 2.38328 -0.7 -0.3 0.2
H 5.36407 -2.64946 1.84238 0.4 -0.2 -0.2
H 4.94052 -3.89298 0.66328 -0.1 -0.1 0.0
H 1.39435 -1.49951 4.81454 0.2 0.1 -0.2
H 0.01359 -1.48789 3.95978 0.0 -0.1 0.0
C -2.62195 -5.23699 -2.77324 -0.4 -0.2 0.6
O -2.52317 -4.03432 -3.52806 0.3 -0.5 0.0
H -2.73723 -5.01877 -1.70822 0.1 0.2 0.0
H -3.50643 -5.81084 -3.05563 0.0 0.1 -0.2
H -1.75291 -5.89047 -2.86505 0.1 0.1 -0.2
H -1.65881 -4.06890 -3.94391 -0.1 0.3 -0.1
C -3.52989 2.93634 -4.38238 -1.0 -0.3 -0.1
O -3.01093 4.06984 -3.71538 0.3 -0.3 -0.1
H -2.92167 2.02830 -4.38038 0.5 0.3 0.1
H -4.45065 2.63547 -3.87955 0.0 0.2 0.2
H -3.83283 3.16186 -5.40875 0.2 0.0 -0.1
H -2.11941 4.21878 -4.04538 0.0 0.1 0.1
C -2.56028 -1.94231 1.34418 0.0 -0.4 -0.4
O -3.78113 -2.54917 1.71479 0.2 -0.1 0.1
H -2.01411 -2.65900 0.72581 0.0 0.0 0.0
H -2.73957 -1.04815 0.73979 0.1 0.0 0.1
H -1.90086 -1.72310 2.19253 -0.2 0.2 0.2
H -4.37415 -1.83855 1.97802 -0.3 0.3 0.2
C 1.73658 -4.46471 -1.44068 -0.8 -1.1 -0.4
O 1.63398 -3.46950 -0.45009 0.5 -0.1 -0.1
H 1.68209 -4.09570 -2.46982 0.3 0.5 0.1
H 2.60203 -5.12454 -1.35088 0.2 0.3 0.1
H 0.87629 -5.14467 -1.38543 0.0 0.1 0.3
H 2.41121 -3.53891 0.12277 -0.3 0.2 0.3
C 4.46178 -1.32177 -1.14889 -0.3 -0.9 0.9
O 5.84685 -1.44763 -0.83060 -0.1 0.4 -0.1
H 4.00229 -2.27884 -0.87820 -0.1 0.0 -0.5
H 3.96347 -0.62627 -0.47055 0.0 0.3 -0.4
H 4.27499 -1.09941 -2.19903 0.1 0.2 0.1
H 6.03650 -0.71901 -0.23659 0.3 0.0 -0.1
```
Forces are in eV/Å.


Below is a 3-piece molecular cluster, CH6O4 overall in a non-equilibrium geometry, with properties calculated with wB97M-V/def2-TZVPD.

- energy relative to the best compared isomer or geometry (same formula, charge and spin) (eV) = 7.6617
- HOMO-LUMO gap (eV) = 5.463
- spin multiplicity = 1
- E_LUMO (eV) = -5.048
- highest occupied orbital energy (eV) = -10.51
- molecular weight (g mol⁻¹) = 82.05

Structure (XYZ):
```
11
Properties=species:S:1:pos:R:3:forces:R:3
O 1.58078 0.21380 -0.30733 -3.4 0.3 0.2
C 0.56836 0.91936 0.08640 7.0 2.8 1.0
O 1.01322 1.70214 1.30997 -1.8 -1.6 -2.4
H 0.19814 1.64011 -0.72409 -0.3 -0.7 0.7
H 1.85850 1.23495 1.42478 0.0 0.3 0.4
H -0.89195 -1.67101 -0.30609 0.8 0.2 -0.2
H -0.41018 0.42896 0.39138 -3.4 -1.5 -0.2
O -0.04764 -2.13493 -0.55132 -0.3 -1.4 0.2
H 0.65974 -1.51539 -0.69423 0.1 0.6 -0.2
H -2.74578 -0.38347 -0.34479 -0.2 0.7 0.6
O -1.78318 -0.43453 -0.28469 1.5 0.4 -0.1
```
Forces are in eV/Å.